[1]
{"formula": "C38H29F7N8OSeTa", "method": "ωB97M-V with the def2-TZVPD basis set", "species": ["Ta", "C", "C", "C", "C", "C", "C", "N", "C", "C", "C", "C", "C", "C", "N", "N", "C", "C", "C", "C", "C", "N", "H", "H", "H", "H", "H", "H", "H", "H", "H", "H", "H", "H", "H", "C", "C", "C", "C", "C", "C", "N", "N", "C", "C", "C", "C", "C", "C", "H", "H", "H", "H", "H", "H", "H", "H", "H", "F", "C", "F", "H", "C", "N", "C", "N", "O", "H", "H", "H", "H", "H", "H", "F", "C", "C", "F", "C", "F", "C", "Se", "C", "F", "C", "F"], "positions_angstrom": [[-0.4541, 0.0353, -0.1714], [-1.2491, -5.5539, 0.5864], [-0.8527, -4.8054, -0.5070], [-1.0790, -3.4364, -0.5565], [-1.6975, -2.7800, 0.5032], [-2.1045, -3.5460, 1.6025], [-1.8843, -4.9123, 1.6388], [-1.8407, -1.3446, 0.5054], [-2.8643, -0.8376, 1.3260], [-4.1485, -1.3818, 1.3892], [-5.0786, -0.8332, 2.2497], [-4.7698, 0.2549, 3.0756], [-3.5164, 0.8150, 3.0222], [-2.5822, 0.2638, 2.1433], [-1.3164, 0.7793, 1.9031], [-0.8550, 1.6781, 2.6252], [0.4489, 2.0296, 2.2262], [1.1835, 2.8541, 3.0583], [2.4986, 3.1126, 2.7164], [3.0175, 2.5334, 1.5674], [2.2003, 1.7495, 0.7765], [0.9169, 1.5111, 1.0827], [-1.0769, -6.6209, 0.6167], [-0.3704, -5.2846, -1.3494], [-0.7842, -2.8913, -1.4349], [-2.6110, -3.0860, 2.4392], [-2.2125, -5.4755, 2.5027], [-4.4008, -2.2241, 0.7601], [-6.0759, -1.2525, 2.2768], [-5.5235, 0.6690, 3.7299], [-3.2491, 1.6814, 3.6108], [0.7203, 3.2439, 3.9524], [3.1136, 3.7431, 3.3438], [4.0443, 2.6921, 1.2708], [2.5655, 1.2999, -0.1361], [1.0357, -0.7160, 5.5990], [-0.1225, -1.2149, 5.0206], [-0.2004, -1.3873, 3.6467], [0.8912, -1.0582, 2.8653], [2.0686, -0.5894, 3.4331], [2.1323, -0.4093, 4.8063], [0.8604, -1.1949, 1.4176], [1.7628, -1.9493, 1.0209], [1.9250, -1.9902, -0.3722], [2.9268, -2.8308, -0.8416], [3.1796, -2.8532, -2.2028], [2.4472, -2.0204, -3.0391], [1.4529, -1.1852, -2.5380], [1.1367, -1.1611, -1.1798], [1.0893, -0.5809, 6.6708], [-0.9673, -1.4830, 5.6410], [-1.0837, -1.7957, 3.1897], [2.9198, -0.3716, 2.8011], [3.0437, -0.0399, 5.2573], [3.4859, -3.4385, -0.1433], [3.9445, -3.5021, -2.6064], [2.6474, -2.0244, -4.1033], [0.9036, -0.5628, -3.2300], [-1.3222, -1.5770, -2.7866], [-1.4859, -0.3328, -2.2124], [-1.0830, 0.5500, -3.1977], [-2.5683, -0.2144, -2.1094], [0.7898, 5.0399, -1.6411], [0.4985, 3.6812, -1.2164], [0.9925, 2.5945, -1.8135], [1.9993, 2.7382, -2.7056], [0.6345, 1.4274, -1.5159], [0.2682, 5.7246, -0.9794], [0.4484, 5.2285, -2.6605], [1.8582, 5.2460, -1.5637], [-0.3515, 3.5058, -0.6861], [2.1453, 3.6229, -3.1617], [2.2195, 1.9120, -3.2382], [-3.8297, 4.5748, -4.7152], [-3.0449, 3.9353, -3.8371], [-3.1004, 4.2692, -2.3805], [-2.3619, 5.2435, -1.8184], [-4.2151, 3.5898, -1.7690], [-5.4366, 3.4405, -2.2401], [-3.0577, 2.7210, -1.9628], [-2.3067, 2.0522, -0.3119], [-2.9808, 2.3719, -3.4393], [-3.7173, 1.3685, -3.9255], [-1.9517, 3.0638, -4.1710], [-0.6474, 3.2221, -3.9344]], "fmax_ev_per_a": 1.0, "e_above_lowest_ev": 7.430, "homo_lumo_gap_ev": 5.6, "homo_energy_ev": -10.378, "charge": 1}


[2]
{"formula": "C15H16NO5P", "method": "ωB97M-V with the def2-TZVPD basis set", "species": ["C", "C", "O", "P", "O", "C", "C", "C", "C", "C", "C", "C", "O", "C", "C", "C", "C", "N", "O", "O", "C", "C", "H", "H", "H", "H", "H", "H", "H", "H", "H", "H", "H", "H", "H", "H", "H", "H"], "positions_angstrom": [[2.6997, 2.0306, -0.0643], [1.3258, 1.9387, -0.7039], [0.8391, 0.6006, -0.7005], [0.2612, 0.0225, 0.6897], [-0.3788, 1.0316, 1.5420], [1.6007, -0.9148, 1.4778], [2.4187, -1.7426, 0.7222], [3.4286, -2.4537, 1.3433], [3.6133, -2.3415, 2.7131], [2.7932, -1.5160, 3.4649], [1.7828, -0.8004, 2.8468], [-0.9844, -1.2505, 0.1188], [-1.5025, -1.7834, 1.3017], [-1.9407, -0.5078, -0.7560], [-1.6427, -0.3609, -2.1108], [-2.4499, 0.4008, -2.9271], [-3.5704, 1.0231, -2.3854], [-4.4161, 1.8205, -3.2326], [-4.0933, 1.9442, -4.3961], [-5.4018, 2.3234, -2.7352], [-3.8830, 0.8837, -1.0390], [-3.0648, 0.1223, -0.2288], [2.6288, 1.7462, 0.9849], [3.0732, 3.0486, -0.1323], [3.3961, 1.3598, -0.5620], [1.3545, 2.2351, -1.7556], [0.6175, 2.5763, -0.1646], [2.2622, -1.8132, -0.3445], [4.0720, -3.0980, 0.7626], [4.4013, -2.9007, 3.1956], [2.9408, -1.4313, 4.5311], [1.1326, -0.1451, 3.4074], [-0.5051, -2.0698, -0.4203], [-1.7364, -1.0450, 1.8825], [-0.7696, -0.8479, -2.5174], [-2.2348, 0.5249, -3.9774], [-4.7580, 1.3785, -0.6463], [-3.3098, 0.0114, 0.8160]], "fmax_ev_per_a": 1.4, "homo_lumo_gap_ev": 9.1, "smiles": "CCO[P@](=O)(c1ccccc1)[C@@H](O)c1ccc([N+](=O)[O-])cc1", "homo_energy_ev": -9.612}


[3]
{"formula": "C16H26F6O13", "method": "ωB97M-V with the def2-TZVPD basis set", "species": ["O", "C", "O", "O", "H", "O", "C", "O", "O", "H", "C", "O", "C", "C", "O", "C", "C", "O", "C", "H", "H", "H", "H", "H", "H", "H", "H", "H", "H", "H", "H", "H", "H", "C", "C", "O", "C", "O", "C", "F", "F", "F", "H", "H", "H", "H", "H", "C", "C", "O", "C", "O", "C", "F", "F", "F", "H", "H", "H", "H", "H"], "positions_angstrom": [[7.1793, 16.5038, -2.7583], [8.0312, 16.5942, -3.7668], [8.3420, 17.6435, -4.3726], [8.4595, 15.4716, -4.1654], [6.8764, 17.3797, -2.5083], [4.0509, 21.1258, -0.5899], [4.8802, 20.7223, -1.5300], [6.1259, 20.6539, -1.2722], [4.4879, 20.5724, -2.7287], [3.3739, 21.2905, -1.2503], [15.6930, 23.0735, -3.9114], [14.6535, 23.5689, -2.9155], [15.2152, 24.4112, -1.9816], [14.1659, 25.2473, -1.2491], [13.3876, 24.3285, -0.5250], [13.7472, 24.1500, 0.8284], [12.3946, 23.8832, 1.5370], [11.7980, 22.6890, 1.0394], [10.4991, 22.2955, 1.5486], [15.0453, 22.4885, -4.5642], [16.3657, 22.3224, -3.4972], [16.2200, 23.8433, -4.4752], [16.0437, 25.0505, -2.2866], [15.5602, 23.8084, -1.1416], [13.5958, 25.7885, -2.0042], [14.5514, 26.0991, -0.6888], [14.2009, 25.0679, 1.2023], [14.3990, 23.2781, 0.8832], [11.6475, 24.6764, 1.5652], [12.5697, 23.7194, 2.6003], [9.7551, 23.0113, 1.1990], [10.4348, 22.2388, 2.6352], [10.1346, 21.2899, 1.3390], [5.4678, 17.9434, 4.3306], [6.0603, 16.8610, 5.1947], [5.6176, 16.7110, 6.4889], [6.1107, 17.4550, 7.5684], [6.8537, 18.4486, 7.4774], [5.5797, 16.9386, 8.9944], [6.5886, 16.5655, 9.7235], [5.0206, 18.0381, 9.5918], [4.7058, 15.9752, 8.8594], [5.4189, 18.9161, 4.8200], [4.4162, 17.7703, 4.1020], [5.9990, 18.1586, 3.4035], [7.1310, 17.0295, 5.3097], [5.8642, 15.8918, 4.7361], [2.3723, 27.0700, -3.0365], [2.5213, 25.5406, -2.8689], [1.3985, 24.9350, -3.4918], [1.4152, 24.4094, -4.6952], [2.1960, 24.5838, -5.6441], [0.1718, 23.4973, -4.8850], [0.5777, 22.2646, -4.7267], [-0.8077, 23.6238, -3.9672], [-0.2663, 23.5171, -6.2062], [2.7780, 27.7076, -2.2510], [1.3294, 27.3538, -3.1773], [2.9361, 27.4254, -3.8990], [2.1963, 25.2823, -1.8611], [3.5525, 25.2083, -2.9887]], "fmax_ev_per_a": 8.0, "e_above_lowest_ev": 0.487, "homo_lumo_gap_ev": 4.0, "homo_energy_ev": -0.652, "charge": -2}


[4]
{"formula": "C5H26N2O8", "method": "ωB97M-V with the def2-TZVPD basis set", "species": ["C", "C", "N", "C", "C", "N", "C", "O", "H", "H", "H", "H", "H", "H", "H", "H", "H", "H", "H", "H", "O", "H", "H", "O", "H", "H", "O", "H", "H", "O", "H", "H", "O", "H", "H", "O", "H", "H", "O", "H", "H"], "positions_angstrom": [[-0.1568, 0.2938, -3.2818], [0.3915, -0.2962, -2.1950], [1.5720, -0.9688, -2.4637], [0.0757, 0.0768, -0.7697], [-1.4464, 0.1402, -0.5089], [-1.7940, 1.2841, 0.3376], [-2.0486, -1.0892, 0.1828], [-1.3607, -2.3157, -0.2232], [0.2220, 0.0914, -4.2685], [-0.9494, 1.0703, -3.1901], [1.9510, -1.0422, -3.3734], [2.0763, -1.3665, -1.6759], [0.6687, 0.9570, -0.4644], [0.6967, -0.6933, -0.1126], [-1.9051, 0.1755, -1.4852], [-2.7516, 1.2464, 0.6484], [-1.1710, 1.3752, 1.1306], [-3.0468, -1.5294, -0.1168], [-2.1621, -1.0414, 1.2589], [-0.4638, -2.2129, -0.6138], [0.4039, 2.4542, 2.7383], [-0.2020, 2.6414, 3.4533], [0.3052, 3.0384, 1.9666], [-2.7557, -2.4253, 2.4937], [-3.5860, -2.8664, 2.7007], [-2.3688, -3.0102, 1.8089], [1.4871, 2.7996, -1.6946], [1.5398, 2.1244, -1.0162], [0.9403, 2.3088, -2.3357], [2.8541, 0.5671, 2.5133], [2.2105, 0.3127, 3.1886], [2.6335, 1.5004, 2.3941], [2.7890, -1.3292, 0.4838], [3.3972, -1.8720, 1.0023], [2.8197, -0.4312, 0.8387], [-0.1150, 4.2389, 0.7666], [0.4456, 4.2380, -0.0172], [-1.0216, 4.2680, 0.4456], [-0.0476, -4.6034, -0.0569], [0.5685, -4.2009, -0.6721], [-0.6956, -3.9083, 0.1830]], "fmax_ev_per_a": 3.3, "e_above_lowest_ev": 3.538, "homo_lumo_gap_ev": 8.5, "smiles": "C=C(N)C[C@H](N)CO.O.O.O.O.O.O.O", "homo_energy_ev": -8.199}


no.,calculated total energy (eV)
1,-139752.41766
2,-36829.99407
3,-59932.90719
4,-24965.49100